A single C21H16O4 molecule, computed with ωB97M-V/def2-TZVPD.

Element x y z (Å)
O -3.10 -6.60 4.02
C -2.38 -6.40 3.09
O -1.08 -6.15 3.20
H -0.80 -6.16 4.13
C -2.84 -6.42 1.64
O -1.99 -5.78 0.74
C -1.81 -4.43 0.85
C -2.44 -3.62 1.79
C -2.18 -2.26 1.80
C -1.30 -1.67 0.89
C -0.68 -2.51 -0.05
C -0.93 -3.86 -0.07
H -0.45 -4.50 -0.79
H 0.01 -2.09 -0.77
C -1.07 -0.25 0.95
C -0.28 0.50 0.16
C -0.15 1.94 0.39
O -0.63 2.50 1.37
C 0.63 2.70 -0.62
C 1.34 3.80 -0.21
C 2.11 4.56 -1.11
C 2.86 5.68 -0.70
C 3.59 6.40 -1.60
C 3.61 6.03 -2.96
C 2.89 4.95 -3.39
C 2.12 4.19 -2.48
C 1.36 3.07 -2.89
C 0.64 2.34 -1.99
H 0.04 1.51 -2.32
H 1.35 2.80 -3.94
H 2.89 4.66 -4.43
H 4.19 6.61 -3.66
H 4.17 7.26 -1.28
H 2.85 5.96 0.34
H 1.32 4.08 0.84
H 0.30 0.06 -0.63
H -1.61 0.28 1.73
H -2.67 -1.64 2.53
H -3.12 -4.03 2.52
H -2.86 -7.47 1.32
H -3.87 -6.03 1.59

Multiplicity: 1
SMILES: O=C(O)COc1ccc(/C=C/C(=O)c2ccc3ccccc3c2)cc1
HOMO-LUMO gap in eV: 7.98
Highest occupied orbital energy in eV: -8.361

***

A molecular structure, C21H17AuCl2NO2Se, computed with ωB97M-V/def2-TZVPD.

Element x y z (Å)
Au 0.28 0.25 0.62
Cl 2.06 -5.98 -3.69
C 1.35 -4.53 -3.01
C -0.05 -4.37 -3.03
C -0.61 -3.24 -2.51
Cl -2.34 -3.06 -2.54
C 0.16 -2.16 -1.91
O -0.41 -1.15 -1.45
C 1.58 -2.39 -1.92
C 2.53 -1.43 -1.39
O 2.32 -0.37 -0.82
C 2.14 -3.55 -2.47
H -0.68 -5.13 -3.46
H 3.59 -1.74 -1.55
H 3.21 -3.68 -2.46
Se 0.88 -1.38 2.31
C 0.11 -0.58 3.88
C -0.54 -1.39 4.80
C -1.09 -0.85 5.96
C -1.01 0.51 6.21
C -0.36 1.33 5.29
C 0.19 0.79 4.14
H -0.62 -2.45 4.61
H -1.60 -1.50 6.67
H -1.44 0.93 7.11
H -0.29 2.40 5.47
H 0.69 1.43 3.42
C -2.96 -0.21 1.28
C -3.33 0.95 0.41
C -4.64 1.22 0.08
C -4.98 2.28 -0.75
C -3.99 3.11 -1.28
C -2.66 2.90 -0.99
C -1.57 3.76 -1.56
C -2.30 1.81 -0.12
N -1.03 1.63 0.15
H -3.86 -0.67 1.70
H -2.31 0.10 2.10
H -2.41 -0.96 0.71
H -5.42 0.58 0.47
H -6.02 2.47 -1.00
H -4.26 3.93 -1.93
H -1.98 4.57 -2.15
H -0.90 3.16 -2.18
H -0.95 4.17 -0.76

Multiplicity: 3
HOMO-LUMO gap (alpha / beta) in eV: 7.25 / 5.68
ΔE to the lowest compared entry with this formula, charge and spin in kJ/mol: 20.8
Net charge: -1
Highest occupied orbital energy (alpha / beta) in eV: -4.429 / -4.439

***

A single C21H17BF2O8S molecule, computed with ωB97M-V/def2-TZVPD.

Element x y z (Å)
C 4.56 -2.67 0.94
B 4.23 -1.94 -0.53
O 5.34 -1.66 -1.47
C 2.62 -1.62 -0.83
C 1.73 -2.95 -1.31
C 0.14 -2.80 -1.68
C -0.52 -1.30 -1.56
C 0.33 0.04 -1.04
C 1.95 -0.10 -0.66
C 2.84 1.21 -0.19
C 3.45 1.05 1.36
C 5.10 1.20 1.17
C 5.56 2.80 1.07
O 4.55 3.69 0.97
O 7.00 3.17 1.04
C -0.53 1.44 -0.94
O -0.11 2.66 -1.26
C -2.12 1.28 -0.43
C -2.84 2.40 0.53
C -4.41 2.10 0.96
C -5.27 0.76 0.47
C -6.84 0.57 0.92
C -7.50 1.87 1.67
O -7.77 2.97 0.96
F -7.80 1.71 3.14
C -4.54 -0.37 -0.50
S -5.34 -1.96 -1.11
O -6.62 -2.37 -0.35
O -4.38 -3.21 -1.04
F -5.84 -1.64 -2.75
C -2.97 -0.07 -0.95
C -2.12 -1.10 -1.95
O -2.63 -1.70 -3.02
H 5.69 -2.48 1.21
H 4.34 -3.84 0.86
H 3.87 -2.26 1.79
H 5.87 -2.53 -1.49
H 2.20 -4.04 -1.41
H -0.51 -3.71 -2.03
H 2.23 2.22 -0.17
H 3.71 1.39 -0.98
H 3.00 1.85 2.11
H 3.22 -0.06 1.67
H 5.70 0.65 2.03
H 5.49 0.72 0.15
H 7.50 2.41 0.58
H -2.29 3.39 0.90
H -4.92 2.94 1.64
H -6.92 -0.41 1.59
H -7.45 0.32 -0.07

Multiplicity: 1
SMILES: CB(O)c1ccc2c(c1CCCC(=O)O)C(=O)c1ccc(CC(=O)F)c(S(=O)(=O)F)c1C2=O
HOMO-LUMO gap in eV: 6.98
Highest occupied orbital energy in eV: -9.231

***

A single C21H17ClN4 molecule, computed with ωB97M-V/def2-TZVPD.

Element x y z (Å)
Cl 3.32 -0.01 2.48
N -1.07 0.26 -2.76
N -1.38 1.61 -2.81
C -0.50 -0.03 -1.59
C -0.91 2.09 -1.68
C 1.31 1.80 3.01
C 1.29 0.68 0.88
C 0.10 2.45 2.64
C 1.33 -5.67 1.03
C 0.58 -2.13 -2.14
C 0.70 -4.86 2.03
C 1.92 0.92 2.11
C -0.11 -1.37 -1.21
C 0.12 1.33 0.47
C -0.47 2.27 1.36
C 1.45 -5.16 -0.28
C 1.04 -3.42 -1.84
C 0.15 -3.63 1.69
C -0.29 -1.86 0.06
C 0.89 -3.93 -0.57
C 0.24 -3.14 0.39
N -0.40 1.13 -0.86
N -1.66 2.98 1.09
C -1.38 4.44 -2.47
C -2.05 3.63 -0.20
C -0.98 3.52 -1.29
H 1.84 2.00 3.94
H 1.79 -0.02 0.24
H -0.33 3.10 3.39
H 1.71 -6.70 1.26
H 0.78 -1.74 -3.14
H 0.65 -5.21 3.06
H 1.94 -5.70 -1.08
H 1.59 -3.98 -2.60
H -0.38 -3.04 2.46
H -0.86 -1.33 0.85
H -2.31 3.04 1.86
H -1.31 5.48 -2.13
H -0.73 4.24 -3.38
H -2.42 4.23 -2.81
H -2.23 4.70 0.01
H -2.98 3.16 -0.52
H -0.01 3.86 -0.91

Multiplicity: 1
SMILES: C[C@H]1CNc2ccc(Cl)cc2-n2c(-c3ccc4ccccc4c3)nnc21
HOMO-LUMO gap in eV: 8.34
ΔE to the lowest compared entry with this formula, charge and spin in kJ/mol: 107.3
Highest occupied orbital energy in eV: -8.144

***

A single C21H17ClN4 molecule, computed with ωB97M-V/def2-TZVPD.

Element x y z (Å)
Cl -5.55 -5.33 -0.88
N -2.74 -1.88 3.00
N -0.37 0.23 1.12
C -2.04 -1.18 2.12
C -0.93 -0.19 2.29
C 0.65 1.08 1.13
C -0.44 0.25 3.54
C 1.18 1.58 2.35
C 0.64 1.11 3.58
C 5.04 1.86 -3.05
C 4.19 1.87 -4.15
C -5.20 -4.37 1.66
C -4.55 -3.62 2.64
C -3.96 -3.27 -0.07
C 4.53 1.97 -1.76
C 2.81 1.97 -3.97
C -4.87 -4.26 0.32
C -3.59 -2.67 2.26
C -3.33 -2.52 0.90
C 3.15 1.96 -1.56
C 2.28 2.02 -2.66
N -2.37 -1.55 0.86
N 1.17 1.50 -0.11
C 2.56 1.97 -0.17
C 0.80 2.00 -2.47
C 0.45 1.12 -1.33
H -0.94 0.00 4.49
H 2.01 2.24 2.37
H 1.06 1.48 4.50
H 6.11 1.81 -3.15
H 4.66 1.89 -5.09
H -5.88 -5.13 2.00
H -4.77 -3.70 3.69
H -3.68 -3.18 -1.09
H 5.22 1.99 -0.90
H 2.11 1.97 -4.77
H -1.95 -1.21 0.00
H 2.60 3.01 0.19
H 3.21 1.36 0.49
H 0.28 1.58 -3.34
H 0.44 3.03 -2.28
H -0.62 1.19 -1.14
H 0.63 0.04 -1.55

Multiplicity: 1
SMILES: Clc1ccc2nc(-c3cccc(N4CCc5ccccc5C4)n3)[nH]c2c1
HOMO-LUMO gap in eV: 8.06
ΔE to the lowest compared entry with this formula, charge and spin in kJ/mol: 0.0
Highest occupied orbital energy in eV: -8.008

***

2 unconnected molecules or ions with the total composition C21H17F3O, computed with ωB97M-V/def2-TZVPD.

Element x y z (Å)
C -6.08 -1.71 0.62
C -4.59 -1.56 0.61
C -3.74 -2.69 0.61
C -2.37 -2.56 0.58
C -1.71 -1.26 0.48
O -0.48 -1.09 0.27
C -2.63 -0.14 0.63
C -3.99 -0.29 0.62
H -6.55 -0.73 0.62
H -6.44 -2.26 -0.26
H -6.43 -2.26 1.51
H -4.20 -3.68 0.64
H -1.73 -3.44 0.58
H -2.18 0.85 0.67
H -4.63 0.59 0.63
F 6.52 -1.65 1.39
C 6.12 -0.48 1.99
F 6.09 -0.71 3.34
F 7.11 0.44 1.77
C 4.79 -0.02 1.46
C 3.94 0.72 2.29
C 2.71 1.10 1.81
C 2.25 0.75 0.50
C 0.94 1.16 0.12
C 0.39 1.43 -1.15
C -0.82 2.19 -1.20
C -1.55 2.33 -2.36
C -1.08 1.75 -3.56
C 0.16 1.10 -3.57
C 0.92 0.99 -2.41
C 3.16 0.01 -0.31
C 4.42 -0.33 0.16
H 4.25 0.98 3.30
H 2.05 1.69 2.45
H 0.33 1.48 0.96
H -1.17 2.64 -0.26
H -2.50 2.87 -2.34
H -1.67 1.83 -4.47
H 0.53 0.66 -4.50
H 1.90 0.53 -2.46
H 2.86 -0.35 -1.28
H 5.12 -0.87 -0.49

Multiplicity: 1
HOMO-LUMO gap in eV: 3.34
ΔE to the lowest compared entry with this formula, charge and spin in kJ/mol: 259.1
Highest occupied orbital energy in eV: -6.099